Molecular formula: C5H8F2N3
Method: DFT, ωB97M-V/def2-TZVPD

```
! RIJCOSX wB97M-V def2-TZVPD def2/J DEFGRID3
* xyz 1 1
H 3.12 2.03 0.68
N 2.35 1.48 0.55
C 2.63 0.34 0.29
F 3.79 -0.28 0.21
N 1.69 -0.68 -0.13
C 0.35 -0.84 -0.21
C -0.35 -1.97 -0.84
N -0.39 0.15 0.25
C -1.50 0.74 0.00
C -2.45 1.43 0.85
F -1.70 0.97 -1.27
H 2.28 -1.41 -0.46
H 0.11 -3.03 -0.84
H -0.47 -1.65 -1.84
H -1.30 -2.19 -0.38
H -3.42 0.96 0.86
H -2.65 2.44 0.50
H -2.07 1.52 1.77
*
```

Output
HOMO in eV: -15.1
Gap between HOMO and LUMO in eV: 10.50
F_max in hartree/bohr: 0.076
SMILES: [H]/N=C(F)/[NH+]=C(C)\N=C(\C)F
Energy above the lowest of the compared OMol25 structures with the same formula, charge and spin in kJ/mol: 30.36

Molecular formula: C28H38CoN4P2
Method: DFT, ωB97M-V/def2-TZVPD

```
! RIJCOSX wB97M-V def2-TZVPD def2/J DEFGRID3
* xyz 0 4
Co -0.07 0.55 2.22
C -1.84 1.65 -3.64
C -2.04 0.34 -3.51
C -1.16 -0.71 -4.12
C 0.34 -0.36 -4.17
C 0.95 0.45 -3.06
C 0.95 1.78 -3.02
C 0.51 2.56 -4.24
C -0.94 2.28 -4.68
C 1.26 0.78 3.71
H -2.41 2.37 -3.05
H -2.98 -0.07 -3.11
H -1.47 -0.93 -5.15
H -1.31 -1.65 -3.56
H 0.89 -1.31 -4.16
H 0.52 0.10 -5.15
H 1.67 -0.13 -2.46
H 1.40 2.39 -2.23
H 1.16 2.29 -5.09
H 0.64 3.64 -4.09
H -1.39 3.24 -4.96
H -0.91 1.66 -5.59
H 0.76 1.38 4.49
H 2.21 1.29 3.48
H 1.45 -0.24 4.09
P 1.58 -0.34 1.19
P -1.26 -0.96 1.27
N 2.72 0.91 0.61
N 2.72 -1.56 1.86
N -2.18 0.44 0.57
N -2.61 -1.95 1.75
C 0.95 -1.22 -0.26
C -0.47 -1.78 -0.13
C 2.63 2.22 1.08
C 3.75 2.92 0.64
C 4.54 2.02 -0.15
C 3.88 0.79 -0.15
C 3.54 -1.34 2.97
C 4.21 -2.53 3.27
C 3.81 -3.50 2.30
C 2.88 -2.89 1.47
C -1.93 1.77 0.93
C -2.66 2.58 0.08
C -3.36 1.73 -0.83
C -3.01 0.42 -0.52
C -3.84 -2.18 1.11
C -4.69 -2.83 2.01
C -3.97 -2.97 3.24
C -2.71 -2.44 3.06
H 1.66 -1.98 -0.59
H 0.93 -0.44 -1.01
H -1.08 -1.60 -1.02
H -0.47 -2.86 0.05
H 1.79 2.52 1.69
H 3.98 3.95 0.88
H 5.47 2.26 -0.65
H 4.14 -0.15 -0.63
H 3.57 -0.38 3.44
H 4.90 -2.67 4.09
H 4.17 -4.52 2.22
H 2.33 -3.31 0.64
H -1.34 1.99 1.85
H -2.66 3.66 0.09
H -4.01 2.03 -1.64
H -3.26 -0.52 -1.00
H -4.00 -1.88 0.10
H -5.69 -3.15 1.81
H -4.34 -3.41 4.16
H -1.85 -2.33 3.72
C -1.55 0.51 3.64
H -1.40 -0.37 4.28
H -2.62 0.54 3.33
H -1.35 1.45 4.19
*
```

Output
Expectation value of S²: 3.785
HOMO (spin up / spin down) in eV: -5.5 / -8.3
Gap between HOMO and LUMO (spin up / spin down) in eV: 5.87 / 8.01
F_max in hartree/bohr: 0.050
Energy above the lowest of the compared OMol25 structures with the same formula, charge and spin in kJ/mol: 8.00

Molecular formula: C40H57Br2N5O6
Method: DFT, ωB97M-V/def2-TZVPD

```
! RIJCOSX wB97M-V def2-TZVPD def2/J DEFGRID3
* xyz 0 1
C -3.71 -1.12 4.26
C -2.94 -0.76 3.27
C -2.20 -0.33 1.91
C -1.15 -1.49 1.57
C -1.72 -2.99 1.67
C -2.96 -3.32 0.69
C -2.63 -3.26 -0.89
C -1.13 -3.70 -1.29
C -0.86 -3.56 -2.89
C 0.24 -2.42 -3.25
C 1.69 -2.65 -2.59
C 2.50 -3.92 -3.25
C 4.00 -3.46 -3.66
C 5.03 -4.16 -2.63
C 6.55 -3.92 -3.20
C 7.50 -4.92 -2.33
C 8.48 -4.07 -1.32
C 9.39 -3.10 -2.25
C 10.76 -2.73 -1.44
N -3.01 0.05 0.71
C -2.15 0.96 -0.10
O -2.33 0.98 -1.36
C -1.19 1.80 0.88
O 0.26 1.44 0.85
C 0.67 1.10 -0.47
N 0.90 1.11 -1.68
C -1.12 3.41 0.72
Br 0.69 4.18 1.22
C -1.37 3.93 -0.81
C -2.98 4.19 -0.99
C -1.62 1.16 2.34
Br 0.17 1.17 3.30
N -2.42 1.98 3.28
C -3.72 2.48 2.70
C -5.05 1.86 3.41
H -4.31 -1.28 5.22
H -0.77 -1.34 0.48
H -0.19 -1.47 2.22
H -2.06 -3.30 2.74
H -0.83 -3.70 1.44
H -3.38 -4.36 0.94
H -3.82 -2.56 0.90
H -2.84 -2.25 -1.39
H -3.34 -4.03 -1.40
H -0.34 -3.03 -0.77
H -0.88 -4.78 -0.99
H -1.82 -3.27 -3.47
H -0.46 -4.55 -3.32
H 0.39 -2.45 -4.40
H -0.13 -1.35 -2.96
H 1.68 -2.83 -1.46
H 2.29 -1.67 -2.76
H 2.60 -4.75 -2.44
H 1.90 -4.38 -4.12
H 4.18 -3.77 -4.76
H 4.18 -2.32 -3.60
H 4.90 -5.30 -2.57
H 5.00 -3.72 -1.57
H 6.78 -2.80 -3.03
H 6.55 -4.14 -4.32
H 8.15 -5.60 -2.98
H 6.85 -5.59 -1.66
H 9.09 -4.75 -0.62
H 7.77 -3.40 -0.71
H 8.80 -2.13 -2.40
H 9.59 -3.58 -3.27
H 11.62 -2.78 -2.22
H 10.77 -1.67 -1.01
H 10.93 -3.48 -0.58
H -3.20 -0.68 0.00
H -1.87 3.99 1.37
H -0.85 4.93 -1.03
H -0.97 3.14 -1.55
H -3.43 4.66 -0.03
H -3.16 4.86 -1.92
H -3.57 3.22 -1.17
H -1.83 2.77 3.64
H -3.76 3.62 2.92
H -3.82 2.38 1.56
H -5.92 2.55 3.09
H -5.25 0.81 2.96
H -4.91 1.84 4.54
C -4.24 3.60 10.67
C -3.09 3.66 9.89
C -3.18 3.57 8.50
C -4.44 3.43 7.91
C -5.59 3.35 8.69
C -5.49 3.44 10.07
N -4.54 3.36 6.45
O -3.51 3.41 5.80
O -5.66 3.26 5.96
H -4.16 3.67 11.75
H -2.12 3.78 10.36
H -2.28 3.62 7.91
H -6.57 3.23 8.24
H -6.38 3.39 10.69
C -0.99 2.60 -4.30
C 0.05 2.15 -5.12
C 0.37 2.83 -6.29
C -0.35 3.97 -6.63
C -1.40 4.43 -5.83
C -1.71 3.74 -4.66
N -0.01 4.71 -7.85
O 0.90 4.27 -8.54
O -0.64 5.73 -8.10
H -1.23 2.07 -3.39
H 0.61 1.26 -4.84
H 1.18 2.47 -6.91
H -1.97 5.31 -6.09
H -2.52 4.08 -4.02
*
```

Output
HOMO in eV: -9.4
Gap between HOMO and LUMO in eV: 8.50
F_max in hartree/bohr: 0.141

Molecular formula: C4H10OSi2
Method: DFT, ωB97M-V/def2-TZVPD

```
! RIJCOSX wB97M-V def2-TZVPD def2/J DEFGRID3
* xyz 0 3
C 0.94 -1.47 0.70
C -1.86 2.22 1.29
C 1.98 -0.82 0.24
C -1.79 0.98 0.83
O -2.66 -1.17 -0.61
Si 2.27 0.06 -1.52
Si -1.92 0.24 -0.95
H 0.97 -1.96 1.67
H -0.07 -1.59 0.38
H -1.45 2.72 2.18
H -2.51 2.81 0.65
H 2.87 -0.92 0.93
H -1.20 0.31 1.54
H -2.89 -1.67 -1.29
H 3.79 0.00 -1.62
H 1.65 1.23 -1.84
H 1.87 -0.97 -2.59
*
```

Output
Expectation value of S²: 2.003
HOMO (spin up / spin down) in eV: -6.2 / -10.0
Gap between HOMO and LUMO (spin up / spin down) in eV: 6.83 / 7.67
F_max in hartree/bohr: 0.127
Energy above the lowest of the compared OMol25 structures with the same formula, charge and spin in kJ/mol: 10.45

Molecular formula: C19H28FO2Tc
Method: DFT, ωB97M-V/def2-TZVPD

```
! RIJCOSX wB97M-V def2-TZVPD def2/J DEFGRID3
* xyz 1 4
O -1.34 -0.26 -1.98
C -0.54 -0.47 -3.21
C -1.55 0.00 -4.21
H -0.30 -1.54 -3.32
H 0.34 0.16 -3.23
C -2.43 0.10 -2.92
H -1.79 -0.78 -4.95
H -1.28 0.94 -4.70
C -3.55 -0.94 -2.88
H -3.17 -1.94 -3.13
H -4.34 -0.71 -3.60
H -4.00 -0.97 -1.89
C -2.92 1.51 -2.64
H -2.08 2.21 -2.64
H -3.43 1.54 -1.66
H -3.64 1.85 -3.40
Tc -0.14 -0.54 2.48
C 0.88 0.16 4.22
C 2.26 0.15 3.78
C 2.43 1.18 2.83
H 3.04 -0.44 4.24
C 1.18 1.83 2.60
C 0.22 1.27 3.51
H -0.71 1.75 3.80
H 0.54 -0.28 5.14
H 3.37 1.46 2.40
H 1.02 2.67 1.93
C -0.96 -1.77 4.03
C -1.82 -0.64 3.77
C -2.31 -0.76 2.42
H -2.08 0.15 4.46
C -1.73 -1.95 1.85
C -0.90 -2.58 2.86
H -0.34 -3.50 2.75
H -0.41 -1.98 4.94
H -2.98 -0.07 1.91
H -1.85 -2.29 0.83
O 1.84 -0.42 -2.12
C 1.45 0.62 -1.15
C 2.65 1.56 -0.98
H 1.20 0.20 -0.15
H 0.53 1.13 -1.49
C 3.86 0.67 -1.34
H 2.68 2.05 0.00
H 2.52 2.33 -1.74
C 3.28 -0.56 -2.03
H 4.42 0.40 -0.44
H 4.54 1.17 -2.02
H 3.54 -1.46 -1.45
H 3.60 -0.69 -3.07
F 1.21 -1.49 1.58
*
```

Output
Expectation value of S²: 3.786
HOMO (spin up / spin down) in eV: -11.5 / -11.5
Gap between HOMO and LUMO (spin up / spin down) in eV: 6.85 / 5.67
F_max in hartree/bohr: 0.050
Energy above the lowest of the compared OMol25 structures with the same formula, charge and spin in kJ/mol: 25.52

Molecular formula: C39H31BaBrN4P2SSe2
Method: DFT, ωB97M-V/def2-TZVPD

```
! RIJCOSX wB97M-V def2-TZVPD def2/J DEFGRID3
* xyz -1 2
Ba -0.19 -0.19 0.26
Se 4.68 5.69 0.84
P 3.83 4.84 2.57
C 5.05 4.24 3.78
C 4.69 4.07 5.11
C 5.62 3.57 6.02
C 6.90 3.25 5.60
C 7.26 3.42 4.27
C 6.34 3.91 3.36
C 2.95 6.10 3.54
C 1.60 6.09 3.81
C 1.02 7.12 4.55
C 1.80 8.16 5.02
C 3.16 8.18 4.75
C 3.74 7.16 4.02
C 2.87 3.34 2.22
C 1.59 2.85 1.92
N 1.78 1.57 1.50
N 3.07 1.29 1.57
N 3.74 2.33 1.99
P -0.16 3.30 1.84
Se -2.21 1.79 -1.27
C -0.69 3.46 3.59
C 0.16 3.23 4.68
C -0.32 3.28 5.98
C -1.66 3.54 6.22
C -2.52 3.73 5.15
C -2.05 3.67 3.85
C -0.11 5.03 1.22
C -1.12 5.94 1.52
C -1.08 7.23 1.02
C -0.02 7.64 0.22
C 0.98 6.73 -0.10
C 0.93 5.43 0.39
H 3.69 4.32 5.44
H 5.33 3.44 7.06
H 7.62 2.86 6.31
H 8.26 3.16 3.94
H 6.60 4.05 2.32
H 0.98 5.29 3.45
H -0.05 7.09 4.74
H 1.35 8.96 5.59
H 3.78 8.99 5.11
H 4.80 7.18 3.79
H 1.21 3.03 4.50
H 0.36 3.11 6.80
H -2.03 3.58 7.23
H -3.58 3.91 5.33
H -2.74 3.76 3.02
H -1.95 5.65 2.16
H -1.87 7.93 1.28
H 0.03 8.65 -0.15
H 1.82 7.03 -0.71
H 1.73 4.75 0.14
N 2.63 -1.31 0.30
C 2.65 -1.27 -1.11
C 2.47 -0.05 -1.76
C 2.36 0.00 -3.14
C 2.42 -1.16 -3.89
C 2.62 -2.38 -3.24
C 2.73 -2.44 -1.87
H 3.02 -2.16 0.69
H 3.06 -0.49 0.74
H 2.47 0.87 -1.17
H 2.22 0.95 -3.63
H 2.32 -1.13 -4.97
H 2.65 -3.30 -3.82
H 2.83 -3.39 -1.37
S -4.28 0.04 0.52
C -2.96 0.58 -0.18
Br -0.45 -6.45 -3.84
C -0.43 -4.91 -2.71
C -0.06 -5.05 -1.38
C -0.04 -3.91 -0.58
C -0.36 -2.62 -1.03
C -0.75 -2.57 -2.38
C -0.79 -3.68 -3.22
H 0.20 -6.02 -0.99
H 0.27 -4.06 0.46
H -1.03 -1.61 -2.83
H -1.08 -3.58 -4.26
*
```

Output
Expectation value of S²: 0.756
HOMO (spin up / spin down) in eV: -4.0 / -5.1
Gap between HOMO and LUMO (spin up / spin down) in eV: 5.92 / 7.07
F_max in hartree/bohr: 0.005
Energy above the lowest of the compared OMol25 structures with the same formula, charge and spin in kJ/mol: 0.00

Molecular formula: C26H24CsF6N6O6S4
Method: DFT, ωB97M-V/def2-TZVPD

```
! RIJCOSX wB97M-V def2-TZVPD def2/J DEFGRID3
* xyz -1 1
Cs 1.57 -1.33 0.13
S 4.32 -0.95 2.30
C 3.10 -1.52 3.32
N 1.86 -1.88 3.08
C 1.20 -2.31 4.21
C -0.12 -2.77 4.24
C -0.67 -3.17 5.44
C 0.06 -3.14 6.62
C 1.38 -2.68 6.61
C 1.94 -2.28 5.41
S 3.53 -1.68 5.06
H -0.68 -2.80 3.31
H -1.70 -3.54 5.46
H -0.38 -3.46 7.55
H 1.96 -2.66 7.52
F -3.43 -3.20 -2.14
C -2.69 -4.08 -1.46
F -3.02 -4.01 -0.17
F -2.96 -5.30 -1.91
S -0.92 -3.65 -1.72
O -0.78 -2.34 -1.14
O -0.72 -3.76 -3.14
N -0.26 -4.77 -0.85
S 1.29 -5.02 -0.75
O 1.58 -5.83 0.38
O 2.07 -3.84 -1.03
C 1.66 -6.12 -2.20
F 2.77 -6.83 -1.95
F 1.87 -5.41 -3.31
F 0.66 -6.97 -2.43
N -0.11 -0.83 -4.39
C 1.31 -0.48 -4.61
C 2.08 -0.89 -3.37
N 3.50 -0.55 -3.32
H -0.62 -0.89 -5.27
H -0.77 0.27 -3.59
H -0.20 -1.74 -3.94
H 1.38 0.60 -4.75
H 1.71 -0.97 -5.50
H 1.99 -1.97 -3.23
H 1.60 -0.40 -2.53
H 3.63 0.46 -3.32
H 3.98 -0.93 -4.12
O -1.34 1.11 -3.24
C -0.86 1.67 -2.18
N -1.47 2.78 -1.71
C -0.85 3.19 -0.47
C 0.34 2.16 -0.45
O 1.20 2.15 0.40
N 0.20 1.28 -1.50
C -1.78 2.97 0.73
C -3.12 3.35 0.62
C -4.00 3.18 1.68
C -3.55 2.63 2.87
C -2.22 2.26 2.99
C -1.34 2.43 1.93
C -0.34 4.62 -0.49
C 0.46 5.07 0.56
C 0.91 6.38 0.58
C 0.57 7.26 -0.44
C -0.22 6.81 -1.48
C -0.68 5.50 -1.51
H -2.39 3.04 -2.03
H -3.49 3.80 -0.30
H -5.03 3.48 1.57
H -4.23 2.49 3.70
H -1.86 1.82 3.91
H -0.31 2.13 2.04
H 0.73 4.39 1.35
H 1.54 6.72 1.40
H 0.92 8.28 -0.42
H -0.49 7.49 -2.29
H -1.27 5.16 -2.34
*
```

Output
HOMO in eV: -4.2
Gap between HOMO and LUMO in eV: 5.93
F_max in hartree/bohr: 0.020
Energy above the lowest of the compared OMol25 structures with the same formula, charge and spin in kJ/mol: 45.00

Molecular formula: C3H3ClO
Method: DFT, ωB97M-V/def2-TZVPD

```
! RIJCOSX wB97M-V def2-TZVPD def2/J DEFGRID3
* xyz 0 1
C 0.52 -0.95 0.70
O 0.37 0.38 1.06
C -0.23 1.04 -0.12
C -0.89 1.61 -0.95
Cl -1.56 2.14 -2.45
H -0.36 -1.56 0.77
H 1.11 -1.52 1.34
H 1.03 -1.14 -0.35
*
```

Output
HOMO in eV: -9.9
Gap between HOMO and LUMO in eV: 10.52
F_max in hartree/bohr: 0.105
SMILES: COC#CCl
Energy above the lowest of the compared OMol25 structures with the same formula, charge and spin in kJ/mol: 312.33

> What is the formula in the seventh record?

C26H24CsF6N6O6S4